1.
The following is a DFT calculation (ωB97M-V with the def2-TZVPD basis set) of the molecule C3H9NS.

**E**: -572.6328 a.u.
**ΔE to the lowest compared entry with this formula, charge and spin**: 0.1992 eV
**Kohn-Sham gap**: 10.0 eV
**LUMO**: 1.027 eV
**Molecular weight**: 91.18 g/mol
**Max |F|**: 0.6 eV/Å

```
! wB97M-V def2-TZVPD RIJCOSX def2/J DEFGRID3
* xyz 0 1
H -0.4474 -1.2616 -1.2558
H 2.1151 -0.6441 1.2100
H 1.8643 -0.6090 -0.5119
H -0.1975 -1.1894 1.1356
C 0.0587 -0.2885 0.5730
H -0.3596 0.5278 1.1552
H 1.4087 2.0673 1.2864
C 1.5562 -0.1509 0.4260
H -2.4189 0.6332 -0.2433
H -0.3044 0.4527 -1.4266
C -0.6905 -0.3259 -0.7583
S 2.1748 1.5634 0.3097
N -2.1271 -0.2991 -0.5185
H -2.6326 -0.4760 -1.3814
*
```

2.
The following is a DFT calculation (ωB97M-V with the def2-TZVPD basis set) of the molecule C8H13ClN2O.

**E**: -957.4871 a.u.
**ΔE to the lowest compared entry with this formula, charge and spin**: 1.4554 eV
**Kohn-Sham gap**: 9.0 eV
**LUMO**: 0.713 eV
**Molecular weight**: 188.66 g/mol
**Max |F|**: 6.1 eV/Å

```
! wB97M-V def2-TZVPD RIJCOSX def2/J DEFGRID3
* xyz 0 1
C -0.7961 -0.0518 0.4824
C -0.5234 -0.0103 -1.0545
H 0.7613 -1.5763 0.8454
C 0.7805 0.2059 -1.8240
H -2.7580 0.9692 0.7222
H -0.5869 2.1060 1.0990
H 0.3388 1.0012 2.0814
H -0.8293 -2.0803 0.2644
H -2.8697 -0.7574 0.2788
H -2.3761 -0.2473 -1.6891
Cl 1.1650 0.0733 -4.6330
H 3.9113 0.0591 -1.2441
C -0.3199 -1.4107 1.0202
C 0.3147 -0.0580 -3.1225
C 3.0444 -0.0762 -1.9522
H 3.3108 0.4760 -2.9075
H 0.7824 1.4128 0.3215
C -2.2686 0.0234 0.8165
H 2.8924 -1.0746 -2.1167
H -0.6512 -1.5342 2.0820
N -1.4369 -0.3257 -1.9559
H -2.0964 -0.1063 1.9024
N -0.9699 -0.3869 -3.2072
O 1.9313 0.7079 -1.4511
C -0.0243 1.1433 1.0668
*
```

3.
The following is a DFT calculation (ωB97M-V with the def2-TZVPD basis set) of a structure of composition C14H14IN2O3Pb.

**E**: -1366.5308 a.u.
**Kohn-Sham gap (alpha / beta)**: 6.2 / 6.1 eV
**LUMO (alpha / beta)**: -12.565 / -12.485 eV
**Molecular weight**: 592.38 g/mol
**Max |F|**: 1.7 eV/Å

```
! wB97M-V def2-TZVPD RIJCOSX def2/J DEFGRID3
* xyz 3 1
O -0.1231 5.4923 -3.0801
H -5.9928 0.1325 -1.4873
H 0.1854 5.5242 -3.9937
H 0.1748 0.0159 3.0105
C -3.4311 2.3272 -1.2355
C 3.1120 2.2911 -0.5672
C 1.6062 4.4121 -1.6472
C -0.4427 2.9302 -1.7696
H -3.2278 3.3855 -1.1300
Pb 1.1471 -1.1360 0.2859
O 1.0684 1.0172 -0.5569
C -2.3380 1.4347 -1.3795
C 1.6689 2.0996 -0.7996
C 2.9857 4.4899 -1.2961
C -4.9757 0.4974 -1.4273
N 3.6399 3.4504 -0.8043
H 4.9727 1.5257 0.0635
C -4.7246 1.8619 -1.2947
H -0.8380 3.7372 -2.4235
C -3.9164 -0.4174 -1.4791
C 0.9405 5.6851 -2.1761
I -1.0742 -1.4347 -1.5992
H -0.9439 -0.9427 2.5389
H 3.5601 5.4019 -1.4259
C 0.9520 3.2063 -1.3994
H 3.5943 0.8508 0.9427
C -2.6322 0.0591 -1.4563
H 3.9348 0.3269 -0.7299
H 0.5421 6.2198 -1.3077
N -1.0734 1.8957 -1.4336
H -4.1199 -1.4787 -1.5350
C 3.9477 1.1784 -0.0411
H 1.7135 6.3168 -2.6183
H -5.5469 2.5634 -1.2469
O -0.1856 -0.4246 2.2235
*
```

4.
The following is a DFT calculation (ωB97M-V with the def2-TZVPD basis set) of a structure of composition C8H15N2O3P.

**E**: -990.1988 a.u.
**ΔE to the lowest compared entry with this formula, charge and spin**: 1.3802 eV
**⟨S²⟩**: 2.02
**Kohn-Sham gap (alpha / beta)**: 6.6 / 6.4 eV
**LUMO (alpha / beta)**: 0.793 / -2.026 eV
**Molecular weight**: 218.19 g/mol
**Max |F|**: 6.2 eV/Å

```
! wB97M-V def2-TZVPD RIJCOSX def2/J DEFGRID3
* xyz 0 3
C -0.1862 3.0511 0.7305
O -2.0219 -2.3929 -0.6048
C 2.3743 -0.1893 -0.8607
H 1.8102 -2.2368 -1.0260
H -3.0983 0.9404 1.9420
P -1.9131 0.2364 0.1856
C 1.5350 -1.7354 0.9585
O -2.5281 0.2572 1.7079
H 0.3132 3.0288 1.6934
H 2.6746 0.5844 -0.1137
H 0.6707 -2.9281 2.5673
C 0.6202 -2.5799 1.5101
C -2.5762 -1.3684 -0.3845
H -0.2051 2.2718 -1.1622
H -3.6720 -1.4122 -0.6037
H -1.2276 2.6321 1.1053
C 1.7182 -1.3975 -0.4423
H -0.0579 4.0851 0.4122
H 2.2573 -1.2990 1.6531
H 0.8031 0.5006 1.0891
O -2.4957 1.2899 -0.6666
N 0.1705 -0.2817 -2.1967
H 0.3116 -1.1747 -2.4744
H -0.1180 -2.8936 0.8121
C 0.9156 -0.1579 -0.9786
H 0.2904 0.4501 -2.8979
H 2.9719 -0.1626 -1.8141
N 0.2913 2.0914 -0.2536
C 0.3719 0.7906 0.1125
*
```

- The lowest E belongs to which entry?
  C14H14IN2O3Pb

- Number 2 is which compound?
  C8H13ClN2O

- molecular weight of number 3 (C14H14IN2O3Pb)?
  592.38 g/mol

- Number 3 is which compound?
  C14H14IN2O3Pb